*1*
{
  "formula": "C10H10N2O",
  "method": "ωB97M-V with the def2-TZVPD basis set",
  "species": ["O", "N", "N", "C", "C", "C", "C", "C", "C", "C", "C", "C", "C", "H", "H", "H", "H", "H", "H", "H", "H", "H", "H"],
  "coordinates": [[0.53, 0.43, 3.34], [-2.11, 2.30, -1.97], [-0.67, 0.97, -1.07], [1.26, 0.06, 0.32], [-0.98, 3.00, -1.68], [1.01, -2.48, 1.07], [-0.19, -0.12, -0.40], [-0.06, 2.20, -1.01], [0.05, -2.54, 0.08], [1.28, -1.03, 1.51], [-0.59, -1.44, -0.58], [0.24, -0.24, 2.44], [-1.85, 1.03, -1.67], [1.31, 1.04, 0.87], [2.34, -1.03, 1.96], [0.98, 2.31, -0.80], [-0.16, -3.46, -0.49], [1.19, -3.31, 1.64], [-0.92, -0.32, 2.02], [-1.49, -1.73, -1.29], [-0.86, 3.97, -2.00], [-2.42, 0.18, -1.96], [2.13, 0.21, -0.34]],
  "mulliken_charge": [-0.43, -0.70, 0.15, -1.24, -0.43, -0.96, 0.85, -0.34, -0.39, 0.19, -0.20, -0.01, 0.04, 0.46, 0.36, 0.33, 0.33, 0.46, 0.25, 0.08, 0.47, 0.29, 0.43],
  "orbital_gap_ev": 7.898,
  "smiles": "O=C[C@H]1C=CC=C(n2ccnc2)C1",
  "multiplicity": 1,
  "e_homo_ev": -8.2
}

*2*
{
  "formula": "C10H10N2O",
  "method": "ωB97M-V with the def2-TZVPD basis set",
  "species": ["O", "N", "N", "C", "C", "C", "C", "C", "C", "C", "C", "C", "C", "H", "H", "H", "H", "H", "H", "H", "H", "H", "H"],
  "coordinates": [[-3.55, -1.67, -0.02], [-1.44, -1.22, -0.60], [-2.59, 0.45, 0.13], [-2.61, -0.81, -0.13], [1.89, -1.39, 0.17], [-0.47, -0.20, -0.19], [3.97, -0.12, -0.04], [3.19, 0.97, -0.22], [1.17, -0.22, -0.26], [-3.92, 1.05, 0.15], [-1.19, 0.92, 0.06], [1.80, 1.01, -0.34], [3.30, -1.27, 0.28], [-1.23, -2.15, -1.13], [3.68, 1.89, -0.27], [1.24, 1.91, -0.31], [1.45, -2.41, 0.58], [3.66, -2.13, 0.87], [-3.90, 1.86, 0.95], [-4.57, -0.04, 0.44], [-4.24, 1.76, -0.77], [-0.59, 1.86, 0.69], [4.98, -0.05, -0.03]],
  "mulliken_charge": [-0.76, -0.15, 0.22, 0.45, -0.32, 0.19, -0.85, -0.37, 0.61, -0.88, -0.43, -0.60, -0.23, 0.30, 0.37, 0.41, 0.23, 0.28, 0.29, 0.33, 0.22, 0.15, 0.51],
  "orbital_gap_ev": 8.735,
  "smiles": "Cn1cc(-c2ccccc2)[nH]c1=O",
  "multiplicity": 1,
  "e_homo_ev": -8.3
}

Name the most stable of them. *1*.

*1*
{
  "formula": "C3H6OSe",
  "method": "ωB97M-V with the def2-TZVPD basis set",
  "species": ["Se", "O", "C", "C", "C", "H", "H", "H", "H", "H", "H"],
  "coordinates": [[-2.28, 0.50, 0.75], [0.88, -0.67, 2.50], [-0.29, 0.37, 0.67], [0.13, -0.76, 1.55], [0.22, 0.12, -0.79], [0.01, 1.40, 0.97], [-2.35, 0.80, 2.06], [-0.43, -1.77, 1.38], [-0.25, 0.93, -1.51], [1.34, 0.26, -0.99], [-0.26, -0.76, -1.20]],
  "mulliken_charge": [-0.05, -0.46, -0.11, 0.07, -1.13, 0.31, 0.11, 0.29, 0.29, 0.32, 0.36],
  "orbital_gap_ev": 9.828,
  "smiles": "C[C@@H]([SeH])C=O",
  "multiplicity": 1,
  "e_homo_ev": -9.4
}

*2*
{
  "formula": "C3H6OSe",
  "method": "ωB97M-V with the def2-TZVPD basis set",
  "species": ["Se", "O", "C", "C", "C", "H", "H", "H", "H", "H", "H"],
  "coordinates": [[0.77, -1.48, -1.04], [-1.17, 0.63, -1.08], [1.25, 0.14, -1.65], [-0.27, -0.93, 0.67], [-1.07, 0.34, 0.20], [1.33, 0.23, -2.82], [0.29, -0.77, 1.63], [-0.75, -1.82, 0.97], [-2.18, -0.04, 0.62], [-0.72, 1.31, 0.81], [1.46, 1.08, -1.00]],
  "mulliken_charge": [0.18, -0.53, -0.47, -0.68, -0.19, 0.28, 0.33, 0.39, 0.21, 0.21, 0.28],
  "orbital_gap_ev": [6.519, 8.339],
  "multiplicity": 1,
  "e_homo_ev": [-7.7, -9.0]
}

Name the most stable of them. *1*.

*1*
{
  "formula": "C2H4NO3S",
  "method": "ωB97M-V with the def2-TZVPD basis set",
  "species": ["S", "O", "O", "O", "N", "C", "C", "H", "H", "H", "H"],
  "coordinates": [[-1.61, -1.27, 0.43], [-0.90, -1.64, 1.68], [-1.87, -2.45, -0.43], [-2.80, -0.39, 0.56], [0.79, 0.73, -1.91], [1.33, 0.88, 0.48], [0.57, 0.50, -0.71], [1.48, 0.06, 1.06], [2.32, 1.43, 0.27], [-0.14, 0.49, -2.44], [0.83, 1.67, 1.02]],
  "mulliken_charge": [0.82, -0.57, -0.58, -0.57, -0.61, -0.89, 0.20, 0.31, 0.30, 0.32, 0.27],
  "orbital_gap_ev": [7.036, 8.039],
  "multiplicity": 1,
  "e_homo_ev": [-3.5, -4.2],
  "total_charge": -1
}

*2*
{
  "formula": "C2H4NO3S",
  "method": "ωB97M-V with the def2-TZVPD basis set",
  "species": ["S", "O", "O", "O", "N", "C", "C", "H", "H", "H", "H"],
  "coordinates": [[-2.57, -0.08, -0.03], [-2.14, -0.11, -1.41], [-3.19, 1.17, 0.36], [-3.22, -1.27, 0.40], [-1.04, 0.01, 0.87], [-0.04, 0.85, 0.20], [0.14, -0.60, 0.00], [-0.15, -1.22, -0.81], [0.96, -0.87, 0.57], [0.48, 1.45, 0.94], [-0.67, 1.53, -0.44]],
  "mulliken_charge": [1.11, -0.66, -0.65, -0.64, -0.37, -0.38, -0.35, 0.26, 0.25, 0.21, 0.24],
  "orbital_gap_ev": 9.124,
  "smiles": "O=S(=O)([O-])N1CC1",
  "multiplicity": 1,
  "e_homo_ev": -5.0,
  "total_charge": -1
}

Name the most stable of them. *2*.

*1*
{
  "formula": "CH3BrS",
  "method": "ωB97M-V with the def2-TZVPD basis set",
  "species": ["Br", "S", "C", "H", "H", "H"],
  "coordinates": [[-3.84, -0.21, 0.05], [-1.46, 1.55, -0.18], [-0.13, 0.15, 0.05], [0.10, -0.29, -0.89], [-0.48, -0.47, 0.89], [0.63, 0.74, 0.39]],
  "mulliken_charge": [-0.19, 0.02, -0.72, 0.29, 0.31, 0.30],
  "orbital_gap_ev": [6.644, 6.642],
  "multiplicity": 1,
  "e_homo_ev": [-9.9, -9.9]
}

*2*
{
  "formula": "CH3BrS",
  "method": "ωB97M-V with the def2-TZVPD basis set",
  "species": ["Br", "S", "C", "H", "H", "H"],
  "coordinates": [[0.15, -0.43, -2.16], [-0.95, -0.80, 0.92], [0.15, 0.20, -0.32], [-0.34, 1.08, -0.16], [1.20, 0.24, -0.13], [-0.22, -0.29, 1.85]],
  "mulliken_charge": [-0.11, -0.15, -0.58, 0.39, 0.33, 0.12],
  "orbital_gap_ev": 10.187,
  "smiles": "SCBr",
  "multiplicity": 1,
  "e_homo_ev": -9.6
}

Name the most stable of them. *2*.